No. 1
47
Properties=species:S:1:pos:R:3:forces:R:3 method="wB97M-V/def2-TZVPD" e_homo_ev=-7.19 orbital_gap_ev=7.17
H -1.67213 -2.12478 1.72254 0.0 0.0 0.0
O 1.00763 3.38539 0.07214 -0.3 -0.3 0.0
C -2.88221 2.34130 0.18930 1.1 -0.2 0.0
C 2.65580 -2.54754 0.06619 -0.1 -0.6 -0.1
H 2.35774 -3.03343 1.00142 0.0 -0.1 -0.2
H -1.12421 -3.59564 0.88462 -0.1 0.1 0.0
C -2.99176 0.51968 -1.50618 -0.1 0.1 0.1
Br -6.76160 -1.29075 0.55519 0.2 0.1 -0.1
H 1.92932 -2.81151 -0.70296 0.1 0.0 0.1
H 2.87386 1.47351 0.01744 0.1 0.0 0.0
C 1.86855 1.12136 0.16512 0.3 0.1 0.0
C 2.30874 3.90135 -0.05109 0.3 0.1 0.0
N -4.53880 4.23106 0.66655 -0.2 0.2 0.1
C -3.59295 -0.60804 -2.03004 0.0 0.0 0.0
C -4.64133 0.58990 0.24354 0.1 0.0 0.0
C 0.32318 -0.70073 0.48343 -0.2 -0.1 0.0
H 4.98476 -2.18604 1.48449 0.0 0.0 0.0
C 1.66034 -0.26030 0.28608 -0.3 0.1 0.0
C -1.56075 2.55152 0.41456 -0.7 0.2 0.0
C -3.50177 1.12111 -0.35525 -0.2 -0.4 -0.3
H 4.22454 -2.83403 -1.39495 0.0 0.0 0.0
N 2.72209 -1.10814 0.24229 0.1 0.0 0.1
H -3.19338 -1.06781 -2.92170 0.0 0.0 -0.1
H -1.70237 -0.11542 0.70969 0.0 -0.1 0.0
C 4.09489 -0.64406 0.26307 0.2 0.2 0.0
H -5.05823 1.05627 1.12399 -0.1 0.0 0.0
H 2.79838 3.54805 -0.96456 0.0 0.0 0.0
C -4.71216 -1.15675 -1.42358 -0.1 0.0 0.1
H -1.82133 -2.24968 -0.05324 0.0 0.0 0.0
H 4.35331 -0.14525 -0.68200 0.0 0.1 0.1
C 4.91880 -1.91741 0.42986 -0.1 0.0 -0.1
H 4.25424 0.05985 1.08492 0.0 0.0 -0.1
H 4.30968 -3.97002 -0.03983 0.0 -0.1 0.0
H 2.19000 4.98257 -0.10487 0.1 -0.1 0.0
C -5.22237 -0.54411 -0.29248 -0.2 -0.2 0.1
H 2.92768 3.64890 0.81605 0.0 0.0 0.0
C -0.49293 1.59512 0.35676 0.7 -0.1 -0.1
C -1.20262 -2.51163 0.81214 -0.2 -0.1 0.0
C -3.78671 3.38980 0.45060 -0.3 0.7 0.2
C 0.83520 2.04022 0.20677 -0.6 -0.1 0.0
H -5.18357 -2.03997 -1.82549 0.0 -0.1 0.0
O 0.11695 -2.05076 0.66831 0.4 0.4 0.0
H -2.12011 0.94394 -1.98112 0.1 0.0 0.0
H -1.25809 3.55462 0.68875 -0.1 0.0 0.0
C 4.07859 -2.94487 -0.31969 -0.1 0.1 0.1
C -0.69819 0.21653 0.51268 0.2 0.0 0.1
H 5.92531 -1.81341 0.03051 0.0 0.0 0.0

***

No. 2
61
Properties=species:S:1:pos:R:3:forces:R:3 method="wB97M-V/def2-TZVPD" total_charge=-2 e_homo_ev=-1.92 orbital_gap_ev=6.35
H -0.31621 -0.34487 -5.77972 0.0 0.0 0.0
O 1.17217 2.67770 0.20054 -0.2 0.1 -0.3
C 0.97961 1.65705 5.57029 0.1 -0.1 0.0
C 3.00777 1.03243 4.31706 -0.1 0.0 -0.1
C 1.64141 1.23580 4.29639 0.0 -0.1 -0.2
H -3.46012 -3.34905 2.28909 0.0 0.0 0.1
C 1.83080 -0.41244 -5.47502 0.0 0.0 0.0
C 2.83699 -0.23824 -4.54203 0.0 0.0 -0.2
O -0.73848 -2.90439 2.17289 -0.3 0.1 0.3
H -1.57386 5.00651 -1.94017 0.0 0.1 0.0
C 0.89791 1.06551 3.07737 0.4 0.2 -0.1
H -1.57967 -4.92534 -2.19639 0.0 0.0 0.0
N 1.22824 0.18763 -2.84477 -0.3 0.0 -0.1
N 1.58202 0.55280 2.00886 0.1 0.1 0.1
H 4.74500 0.49090 3.14631 -0.1 0.0 0.0
O -1.68528 -1.09853 0.56774 0.2 0.2 0.0
O -1.76161 1.28184 -3.69025 1.9 -2.2 -2.1
F 0.46732 2.90560 5.55365 0.0 -0.2 0.1
H 0.32671 5.19529 -0.46792 0.0 0.0 0.0
O -1.57751 -0.51622 -2.36046 -0.2 -0.4 0.2
C -1.13470 0.21264 -3.20810 0.0 0.8 -0.4
H -2.59789 4.75347 -0.52770 0.0 0.0 0.0
F 1.89577 1.65863 6.59925 -0.4 0.1 0.0
H 3.55800 1.20020 5.23310 0.0 0.0 0.0
H -1.05730 -3.26582 -2.54576 0.0 0.0 0.0
O 4.75133 0.38312 -2.62640 -0.3 -0.1 0.3
H 3.88632 -0.32268 -4.79000 0.0 0.0 0.0
H -3.57288 -3.96335 -0.95920 0.0 0.0 0.1
H -2.89848 -2.34515 -1.20561 0.1 0.1 0.1
O -1.88269 -3.60561 0.11081 0.0 0.1 -0.4
H 2.06948 -0.66777 -6.50187 0.0 0.0 0.0
P -0.95335 -2.38271 0.66708 -0.3 -0.7 0.1
Te 1.23051 -2.42925 -0.29540 0.0 -0.5 0.0
C -2.64852 -3.40085 -1.09917 0.1 0.0 0.1
C 3.67255 0.63633 3.16689 0.1 0.0 0.1
O -2.72296 2.54498 -2.11293 -0.9 1.3 1.5
C -0.42888 4.48185 -0.14423 -0.1 -0.1 -0.1
H -1.97667 -1.49660 3.06638 0.0 0.2 -0.1
C -1.68403 -2.53258 3.20185 0.1 -0.2 -0.2
C -1.67934 4.43422 -1.01839 0.1 -0.1 0.0
H -2.59788 -3.85723 -3.20128 0.1 0.0 0.1
C 2.90471 0.39081 2.04533 -0.2 -0.3 0.0
H -1.13237 -2.60436 4.13631 0.1 0.0 0.1
H -2.35968 1.63728 -2.97067 -0.8 0.2 0.6
H -0.64220 4.66033 0.91002 0.0 0.0 0.0
C 0.11226 3.06712 -0.27118 0.2 0.2 0.2
F -0.00451 0.82238 5.96995 0.1 0.2 0.0
S -0.71023 1.55926 2.85818 -0.1 -0.2 0.1
C -1.78276 2.95934 -1.41531 0.5 0.1 0.5
H -2.59115 -4.49606 3.31985 0.0 0.1 0.0
C 0.50807 -0.24994 -5.08292 0.0 0.0 -0.1
H -3.54779 -3.18393 4.05596 0.0 0.0 0.0
C 0.26047 0.03637 -3.75348 0.1 0.1 0.2
Cd 0.64637 0.24501 -0.17211 0.2 0.8 -0.1
C 3.59435 0.28488 -2.17156 0.0 0.0 0.0
C -2.89700 -3.45100 3.21834 0.1 0.0 -0.1
C -1.92240 -3.89612 -2.33790 0.1 0.0 0.1
H 3.36422 0.03224 1.12846 -0.1 0.1 0.0
C 2.49722 0.07527 -3.23066 -0.1 0.0 0.1
N -0.73229 2.25222 -0.96153 -0.3 -0.3 -0.3
O 3.18312 0.32311 -0.98786 0.1 0.1 -0.1

***

No. 3
51
Properties=species:S:1:pos:R:3:forces:R:3 method="wB97M-V/def2-TZVPD" total_charge=+2 e_homo_ev="-14.76 / -14.90" spin_multiplicity=5 orbital_gap_ev="8.46 / 6.28"
O 1.73377 -1.27348 4.01453 0.0 0.0 0.2
H -2.90742 -5.55560 0.43755 0.0 0.0 0.0
H 3.11455 0.23680 -0.68995 0.0 0.0 0.0
N 1.61211 1.56756 -0.23471 0.2 0.0 0.0
H -3.64431 -3.38241 1.19689 0.0 0.0 0.0
H 0.44979 -4.15078 0.69240 0.0 0.0 0.0
H -0.05964 -1.18796 -4.39001 0.0 0.0 0.0
H 4.73411 2.01463 -1.32873 0.0 0.0 0.0
C 0.10194 -2.97695 -3.19924 0.0 0.0 0.3
H -0.43215 0.25225 -2.45827 0.0 0.0 0.1
C 3.35348 3.60071 -0.91566 0.0 0.0 0.0
Cl 1.89365 -0.76905 2.71897 0.0 0.4 -0.2
C -0.18538 -2.71644 -0.78841 0.0 -0.1 -0.3
Ir 0.10213 0.12650 0.38603 -0.2 -0.4 -0.2
H -2.19250 5.63268 1.22099 0.0 0.0 0.0
C -2.57446 3.53921 1.44197 0.0 0.0 0.0
C -0.53136 4.43370 0.54037 0.0 -0.1 0.0
C 2.84002 1.28238 -0.64504 -0.1 0.1 0.0
N -1.63301 -3.94001 0.88862 0.0 0.0 0.0
C -0.29145 -1.32365 -0.98739 0.0 0.3 0.4
H 2.23365 6.08469 -0.58609 0.0 0.0 0.0
H -0.08487 -2.61296 1.36253 0.0 0.0 0.0
C -0.09399 3.11654 0.38354 0.1 0.1 0.0
H -3.55933 3.65510 1.87038 0.0 0.0 0.0
O 1.95718 -1.80190 1.72067 0.1 0.2 -0.1
H -2.44725 -2.09959 1.51999 0.0 0.0 0.0
C 0.33952 5.50949 0.16450 0.0 0.1 0.0
C -1.81615 4.62687 1.08295 0.0 0.0 0.0
H 0.19296 -4.57892 -1.77693 0.0 0.0 0.0
C 1.21918 2.86212 -0.12745 0.0 0.0 0.0
H -1.18302 -5.85304 0.10565 0.0 0.0 0.0
C 1.57790 5.26792 -0.31447 0.0 0.0 0.0
C 2.06026 3.92506 -0.46375 -0.1 -0.1 0.0
H -2.63341 1.38393 1.53365 0.0 0.0 0.0
H 4.03823 4.39482 -1.18617 0.0 0.0 0.0
C 0.03349 -3.51401 -1.90503 0.0 0.0 -0.1
C -0.08651 -1.61834 -3.39876 -0.2 -0.3 0.2
C -0.31481 -0.81350 -2.28883 0.3 0.3 -0.3
C -0.26832 -3.33976 0.57611 -0.1 -0.1 0.0
C 3.74189 2.28654 -0.99909 0.0 0.0 0.0
H -2.82878 -2.56232 -0.16013 0.0 0.0 0.0
C -2.05971 2.25736 1.25371 0.0 0.0 0.0
H -1.55491 -4.27381 1.85053 0.0 0.0 0.0
O 0.54567 -0.00411 2.40184 0.3 -0.1 0.1
C -1.98788 -5.12450 0.05033 0.0 0.0 0.0
H 0.30185 -3.63223 -4.03612 0.0 0.0 0.0
H -0.01701 6.52394 0.28587 0.0 0.0 0.0
C -2.72030 -2.91979 0.86033 0.0 0.0 0.0
O 2.92352 0.19088 2.56014 -0.2 -0.2 0.1
N -0.85736 2.04880 0.73279 -0.2 0.1 0.0
H -2.13556 -4.79534 -0.97365 0.0 0.0 0.0